Computed, not measured: a cluster of 7 separate species, C5H24O7 in total at a distorted geometry, with wB97M-V/def2-TZVPD.

The calculation puts the total energy at -19898.6214 eV. As for the energy above the lowest of the compared OMol25 structures with the same formula, charge and spin: 7.892 eV. The value obtained for the LUMO energy is -0.0425 Ha. Its HOMO-LUMO gap is 8.4 eV.

The geometry in XYZ format:
```
36
Properties=species:S:1:pos:R:3:forces:R:3:mulliken_charge:R:1
O 1.049556 -1.223194 -2.743556 1.0 -6.1 3.2 -0.369
H 0.628556 -2.089194 -3.092556 0.9 1.4 1.6 0.424
H 0.787556 -0.644194 -3.343556 -1.8 5.0 -4.2 0.359
H 0.843556 -0.888194 -1.702556 -1.1 0.4 1.7 0.269
O 0.314556 -0.398194 -0.256556 0.9 1.0 -2.3 -0.460
H 0.192556 0.589806 -0.277556 0.4 -1.4 -0.1 -0.085
C 0.385556 2.919806 -1.483556 -2.0 0.0 -3.2 -0.250
O -1.013444 2.936806 -1.182556 -1.5 -2.9 -0.4 -0.529
H 0.618556 3.661806 -2.417556 -0.4 -1.9 2.3 0.220
H 0.626556 1.851806 -1.713556 0.7 1.1 0.0 -0.047
H 0.741556 3.262806 -0.579556 2.2 0.7 1.5 0.218
H -1.378444 1.942806 -1.091556 0.7 3.1 -0.3 0.445
C -3.341444 -0.135194 -0.096556 4.4 0.0 6.6 -0.960
O -2.225444 0.381806 -0.717556 -6.2 6.9 -4.4 -0.505
H -4.030444 -0.175194 -0.715556 -6.7 -0.6 -5.5 0.443
H -3.684444 0.248806 0.886444 0.3 1.1 -0.6 0.269
H -2.992444 -1.061194 0.252444 -0.3 -2.1 0.1 0.357
H -1.615444 -0.070194 -0.374556 8.4 -5.3 3.7 0.429
C -0.597444 1.598806 2.102444 1.3 -2.5 3.7 -0.515
O -0.753444 0.067806 2.214444 0.2 3.1 0.1 -0.571
H 0.437556 1.927806 2.051444 0.4 -0.5 -1.0 0.048
H -0.799444 2.129806 3.080444 -0.8 -1.2 -0.8 0.315
H -1.212444 1.919806 1.355444 -1.5 1.2 -2.0 0.317
H -0.441444 -0.236194 1.344444 0.2 0.0 0.5 0.391
C 3.030556 0.612806 1.532444 1.9 -3.2 7.5 -0.851
O 2.683556 -0.709194 1.248444 0.6 0.6 -0.1 -0.509
H 4.090556 0.642806 1.692444 0.9 0.0 0.4 0.389
H 2.580556 0.976806 2.542444 0.5 -0.6 -1.5 0.191
H 2.906556 1.314806 0.892444 -1.7 4.2 -5.0 0.354
H 1.985556 -0.470194 0.668444 -2.1 -1.3 -1.2 0.337
C 0.156556 -3.802194 -0.084556 -0.4 -1.5 0.9 -0.766
O -0.720444 -2.790194 0.386444 0.2 0.3 0.1 -0.564
H 1.145556 -3.516194 -0.425556 0.4 0.7 0.3 0.278
H -0.302444 -4.262194 -0.972556 -0.1 -0.2 0.2 0.289
H 0.333556 -4.684194 0.705444 -0.6 2.1 -1.5 0.226
H -0.430444 -1.832194 0.315444 0.5 -1.7 -0.2 0.414
```
Forces are in eV/Å.